Formula: C6H5PS
Source: the Open Molecules 2025 dataset
Level of theory: the ωB97M-V functional and the def2-TZVPD basis

The geometry in XYZ format:
```
13
Properties=species:S:1:pos:R:3:nbo_charge:R:1
C -1.776 -1.665 -0.649 -0.063
C -0.485 -1.547 -0.467 -0.237
C 0.061 -0.262 0.116 -0.439
C -0.885 0.780 0.619 -0.512
S -2.025 1.651 -0.478 0.290
C -3.180 0.377 -0.464 -0.537
P -4.419 -0.167 0.591 0.570
C -2.786 -0.892 -0.313 -0.171
H 0.129 -2.182 -1.028 0.206
H 0.574 0.278 -0.660 0.224
H 0.791 -0.510 1.023 0.217
H -1.592 0.595 1.428 0.220
H -0.290 1.603 0.897 0.231
```

As for the net charge: 0. The calculation puts the energy above the lowest of the compared OMol25 structures with the same formula, charge and spin at 0.0000 eV. The SMILES is C1=CCCSC2=PC=12. Its HOMO energy (alpha / beta) is -0.2875 / -0.2867 Eh.



Formula: C6H6
Source: the Open Molecules 2025 dataset
Level of theory: the ωB97M-V functional and the def2-TZVPD basis

The geometry in XYZ format:
```
12
Properties=species:S:1:pos:R:3:nbo_charge:R:1
C -2.629 0.687 0.338 -0.697
C -1.300 0.198 0.011 0.119
C -0.235 -0.277 -0.304 -0.103
C 1.014 -0.635 -0.810 -0.115
C 2.219 -0.411 -0.186 -0.429
C 2.734 0.521 0.681 -0.128
H -2.631 1.431 1.142 0.243
H -3.107 1.131 -0.545 0.244
H -3.234 -0.169 0.656 0.246
H 1.050 -1.151 -1.771 0.217
H 2.498 -1.491 -0.448 0.255
H 3.620 0.167 1.237 0.147
```

As for the net charge: 0. The calculation puts the energy above the lowest of the compared OMol25 structures with the same formula, charge and spin at 6.9470 eV. Its HOMO energy (alpha / beta) is -0.2812 / -0.3202 Eh.



Formula: C6H6
Source: the Open Molecules 2025 dataset
Level of theory: the ωB97M-V functional and the def2-TZVPD basis

The geometry in XYZ format:
```
12
Properties=species:S:1:pos:R:3:nbo_charge:R:1
C 0.552 -0.461 1.195 -0.214
C -0.553 -1.148 0.665 -0.223
C -1.077 -0.638 -0.567 -0.207
C -0.571 0.488 -1.238 -0.228
C 0.572 1.097 -0.626 -0.208
C 1.104 0.611 0.535 -0.221
H 1.094 -0.769 2.073 0.212
H -1.135 -1.910 1.235 0.224
H -1.929 -1.226 -1.021 0.210
H -1.068 0.847 -2.151 0.225
H 0.994 2.035 -1.115 0.215
H 2.016 1.074 1.012 0.215
```

As for the net charge: 0. The calculation puts the energy above the lowest of the compared OMol25 structures with the same formula, charge and spin at 0.4161 eV. The SMILES is c1ccccc1. Its HOMO energy is -0.3428 Eh.



Formula: C6H6
Source: the Open Molecules 2025 dataset
Level of theory: the ωB97M-V functional and the def2-TZVPD basis

The geometry in XYZ format:
```
12
Properties=species:S:1:pos:R:3:nbo_charge:R:1
C 1.380 -0.246 0.026 -0.202
C 0.876 1.086 0.056 -0.214
C -0.485 1.221 -0.032 -0.218
C -1.407 0.202 -0.021 -0.219
C -0.892 -1.068 0.011 -0.205
C 0.480 -1.259 0.028 -0.231
H 2.438 -0.472 -0.086 0.213
H 1.573 1.918 0.031 0.217
H -0.835 2.282 -0.129 0.207
H -2.536 0.465 0.245 0.226
H -1.592 -1.874 0.001 0.213
H 1.002 -2.255 -0.129 0.213
```

As for the net charge: 0. The calculation puts the energy above the lowest of the compared OMol25 structures with the same formula, charge and spin at 0.6413 eV. The SMILES is c1ccccc1. Its HOMO energy is -0.3460 Eh.



Formula: C6H6
Source: the Open Molecules 2025 dataset
Level of theory: the ωB97M-V functional and the def2-TZVPD basis

The geometry in XYZ format:
```
12
Properties=species:S:1:pos:R:3:nbo_charge:R:1
C -1.293 -1.660 2.062 -0.230
C -0.430 -1.240 1.337 -0.002
C 0.614 -0.746 0.433 -0.521
C 0.204 0.421 -0.387 0.043
C -0.593 1.383 -0.712 -0.182
C 0.629 1.227 -1.575 -0.427
H -2.063 -2.031 2.702 0.236
H 0.924 -1.550 -0.247 0.252
H 1.513 -0.479 1.005 0.255
H -1.500 1.946 -0.557 0.227
H 0.536 0.794 -2.576 0.174
H 1.459 1.935 -1.485 0.174
```

As for the net charge: 0. The calculation puts the energy above the lowest of the compared OMol25 structures with the same formula, charge and spin at 4.4592 eV. The SMILES is C#CCC1=CC1. Its HOMO energy is -0.3408 Eh.



Formula: C6H6
Source: the Open Molecules 2025 dataset
Level of theory: the ωB97M-V functional and the def2-TZVPD basis

The geometry in XYZ format:
```
12
Properties=species:S:1:pos:R:3:nbo_charge:R:1
C -1.353 1.528 -1.512 -0.247
C -0.890 0.759 -0.734 -0.004
C -0.012 -0.141 -0.030 -0.136
C 0.978 0.513 0.849 -0.603
C -0.565 -1.517 0.641 -0.149
C 0.202 -1.484 -0.425 -0.180
H -1.704 2.398 -2.085 0.243
H 0.575 1.176 1.547 0.214
H 1.670 1.023 0.256 0.206
H 1.668 -0.146 1.234 0.215
H -1.161 -1.922 1.366 0.226
H 0.593 -2.187 -1.106 0.216
```

As for the net charge: 0. The calculation puts the energy above the lowest of the compared OMol25 structures with the same formula, charge and spin at 5.4024 eV. The SMILES is C#CC1(C)C=C1. Its HOMO energy is -0.3344 Eh.



Formula: C6H6
Source: the Open Molecules 2025 dataset
Level of theory: the ωB97M-V functional and the def2-TZVPD basis

The geometry in XYZ format:
```
12
Properties=species:S:1:pos:R:3:nbo_charge:R:1
C 2.260 -1.272 0.431 -0.222
C 1.335 -0.650 -0.039 -0.002
C -0.037 -0.074 0.139 -0.358
C -1.173 -0.735 -0.670 -0.578
C -0.121 1.398 0.129 -0.004
C -0.258 2.595 0.167 -0.225
H 2.962 -1.831 1.016 0.240
H -0.200 -0.372 1.180 0.255
H -1.097 -0.560 -1.746 0.217
H -1.170 -1.815 -0.494 0.217
H -2.143 -0.343 -0.342 0.220
H -0.358 3.660 0.228 0.239
```

As for the net charge: 0. The calculation puts the energy above the lowest of the compared OMol25 structures with the same formula, charge and spin at 4.3446 eV. The SMILES is C#CC(C)C#C. Its HOMO energy is -0.3615 Eh.



Formula: C6H6
Source: the Open Molecules 2025 dataset
Level of theory: the ωB97M-V functional and the def2-TZVPD basis

The geometry in XYZ format:
```
12
Properties=species:S:1:pos:R:3:nbo_charge:R:1
C -1.222 -1.061 0.087 -0.221
C 0.612 -1.499 0.022 -0.230
C 1.527 -0.531 -0.032 -0.206
C 0.986 1.277 -0.077 -0.223
C -0.310 1.585 -0.056 -0.221
C -1.604 0.215 0.060 -0.221
H -1.640 -2.074 0.144 0.221
H 0.533 -2.593 0.046 0.221
H 2.614 -0.389 -0.068 0.218
H 1.973 1.753 -0.119 0.221
H -0.980 2.454 -0.085 0.221
H -2.510 0.833 0.086 0.221
```

As for the net charge: 0. The calculation puts the energy above the lowest of the compared OMol25 structures with the same formula, charge and spin at 6.2968 eV. The SMILES is c1ccccc1. Its HOMO energy is -0.3542 Eh.



Formula: C6H6
Source: the Open Molecules 2025 dataset
Level of theory: the ωB97M-V functional and the def2-TZVPD basis

The geometry in XYZ format:
```
12
Properties=species:S:1:pos:R:3:nbo_charge:R:1
C -2.339 0.882 1.811 -0.093
C -2.466 0.932 0.607 -0.112
C -1.355 0.959 -0.252 -0.108
C -0.155 0.842 -0.334 0.055
C 1.166 0.233 -0.350 -0.479
C 0.961 -1.188 -0.893 -0.587
H -1.914 0.924 2.784 0.234
H 1.859 0.819 -0.956 0.228
H 1.577 0.202 0.671 0.225
H 1.908 -1.667 -1.146 0.208
H 0.431 -1.804 -0.158 0.211
H 0.329 -1.135 -1.783 0.217
```

As for the net charge: 0. The calculation puts the energy above the lowest of the compared OMol25 structures with the same formula, charge and spin at 5.5663 eV. The SMILES is C#CC#CCC. Its HOMO energy is -0.3264 Eh.



Formula: C6H64BrN2O24
Source: the Open Molecules 2025 dataset
Level of theory: the ωB97M-V functional and the def2-TZVPD basis

The geometry in XYZ format:
```
97
Properties=species:S:1:pos:R:3:lowdin_charge:R:1
C 3.891 -1.291 0.679 -0.152
C 4.278 -1.330 -0.763 -0.638
Br 5.934 -2.384 -0.889 0.843
C 3.276 -1.993 -1.688 -0.191
N 2.005 -2.384 -1.033 0.076
C 1.044 -1.255 -0.883 -0.127
C -0.252 -1.763 -0.378 -0.166
C -1.083 -0.610 0.068 -0.252
N -1.505 0.258 -1.020 0.043
H 2.940 -0.853 0.859 0.040
H 4.599 -0.696 1.183 0.081
H 3.987 -2.265 1.089 0.064
H 4.535 -0.373 -1.121 0.089
H 3.062 -1.326 -2.466 0.118
H 3.702 -2.831 -2.150 0.049
H 1.547 -3.034 -1.663 0.154
H 2.125 -2.884 -0.162 0.174
H 0.912 -0.841 -1.837 0.132
H 1.417 -0.535 -0.204 0.104
H -0.745 -2.344 -1.115 0.107
H -0.078 -2.391 0.460 0.118
H -0.426 -0.034 0.688 0.086
H -1.942 -0.927 0.592 0.094
H -2.055 0.983 -0.615 0.050
H -0.717 0.748 -1.375 0.039
O 1.015 1.675 -4.476 -0.068
H 0.246 1.447 -5.014 0.067
H 1.695 1.956 -5.122 0.024
O 3.755 -2.344 -4.958 -0.051
H 3.503 -3.268 -5.061 0.038
H 4.712 -2.345 -5.064 0.046
O 1.265 -0.029 2.240 -0.054
H 0.538 -0.457 2.703 0.041
H 1.415 0.768 2.763 0.043
O -1.397 2.822 0.486 -0.049
H -0.771 3.146 -0.178 0.014
H -1.245 3.406 1.237 0.021
O -2.119 -1.754 -3.368 -0.087
H -2.821 -2.235 -2.913 0.006
H -1.963 -0.967 -2.829 -0.012
O -0.020 3.032 -2.273 -0.064
H -0.861 3.488 -2.401 0.066
H 0.198 2.689 -3.162 0.005
O -4.205 -0.715 2.009 -0.040
H -4.357 -1.657 1.881 0.055
H -4.008 -0.384 1.126 0.032
O 0.016 4.746 2.804 -0.046
H 0.771 4.194 3.016 0.041
H 0.000 5.402 3.508 0.035
O 3.512 3.139 -2.865 -0.052
H 3.569 2.860 -3.786 0.014
H 2.594 2.967 -2.623 0.004
O 8.810 -3.815 -2.102 -0.071
H 8.113 -3.258 -1.746 -0.096
H 9.517 -3.766 -1.454 0.040
O -1.160 7.765 2.111 -0.051
H -0.925 6.835 2.055 -0.002
H -0.383 8.225 1.787 0.036
O 4.381 -1.367 4.185 -0.033
H 3.664 -0.913 3.733 0.018
H 4.679 -2.030 3.559 0.035
O -0.159 1.225 4.419 -0.058
H 0.090 0.662 5.165 0.020
H -0.830 1.812 4.788 0.026
O -6.947 0.228 1.057 -0.051
H -6.193 -0.290 1.366 0.012
H -7.015 0.946 1.694 0.049
O -0.013 -0.497 7.295 -0.051
H 0.460 -0.234 8.087 0.044
H 0.168 -1.436 7.216 0.016
O 1.273 5.944 -1.612 -0.055
H 1.088 5.095 -2.023 -0.015
H 2.203 6.100 -1.791 0.033
O -3.265 -4.275 -3.286 -0.071
H -4.006 -4.670 -3.759 0.028
H -2.553 -4.235 -3.930 0.038
O -6.124 -3.784 -3.559 -0.046
H -6.829 -4.240 -3.092 0.047
H -5.978 -2.985 -3.047 0.038
O 1.700 -2.213 5.653 -0.043
H 0.975 -2.610 5.164 0.040
H 2.437 -2.234 5.037 0.002
O -1.094 4.004 5.610 -0.043
H -1.781 4.464 6.100 0.051
H -0.330 4.032 6.192 0.047
O 2.455 -4.880 -2.602 -0.030
H 2.941 -4.613 -1.819 0.018
H 2.573 -5.837 -2.606 0.069
O 2.480 3.481 -6.031 -0.036
H 2.114 4.368 -6.112 0.069
H 2.687 3.216 -6.932 0.064
O -8.974 0.772 3.475 -0.055
H -8.839 0.166 2.737 0.009
H -9.904 0.673 3.693 0.037
O -8.830 -1.902 0.254 -0.069
H -8.185 -1.189 0.164 -0.009
H -9.680 -1.460 0.212 0.030
```

As for the net charge: +1. Its HOMO energy is -0.4413 Eh.



Formula: C6H6AsBeBrNS4
Source: the Open Molecules 2025 dataset
Level of theory: the ωB97M-V functional and the def2-TZVPD basis

The geometry in XYZ format:
```
20
Properties=species:S:1:pos:R:3:nbo_charge:R:1
Be -1.834 -0.040 0.975 1.405
C 2.573 -0.916 -1.521 -0.632
C 1.503 0.070 -1.150 -0.047
C 1.624 1.437 -1.359 -0.146
C 0.616 2.316 -0.994 -0.266
C -0.510 1.773 -0.409 0.151
Br -1.981 2.789 0.167 0.128
N -0.636 0.470 -0.190 -0.623
C 0.333 -0.369 -0.544 0.092
H 3.419 -0.420 -1.995 0.212
H 2.187 -1.665 -2.213 0.230
H 2.937 -1.441 -0.638 0.237
H 2.530 1.826 -1.811 0.216
H 0.699 3.381 -1.146 0.237
H 0.153 -1.412 -0.307 0.244
S -1.960 -3.629 2.863 -0.741
As -2.813 -1.708 2.789 0.971
S -1.141 -0.136 2.788 -0.978
S -3.338 -1.192 0.615 -0.968
S -4.361 -1.133 4.078 -0.721
```

As for the net charge: -1. Its HOMO energy is -0.1376 Eh.



Formula: C6H6Cl18
Source: the Open Molecules 2025 dataset
Level of theory: the ωB97M-V functional and the def2-TZVPD basis

The geometry in XYZ format:
```
30
Properties=species:S:1:pos:R:3:nbo_charge:R:1
Cl 22.394 11.301 2.926 0.030
C 21.959 13.005 3.031 -0.279
Cl 23.425 13.985 3.226 0.010
Cl 20.742 13.246 4.311 0.004
H 21.502 13.304 2.096 0.240
Cl 22.859 10.253 6.640 0.020
C 21.866 11.635 7.087 -0.290
Cl 22.873 12.971 7.647 0.015
Cl 20.694 11.175 8.334 0.005
H 21.296 11.990 6.239 0.236
Cl 20.456 13.699 -1.834 0.014
C 22.204 13.415 -1.927 -0.277
Cl 22.823 12.889 -0.332 -0.007
Cl 23.067 14.786 -2.607 0.045
H 22.318 12.530 -2.536 0.230
Cl 17.954 13.565 6.129 -0.001
C 17.276 14.289 4.631 -0.281
Cl 16.969 16.021 4.914 0.011
Cl 15.805 13.501 4.144 0.047
H 18.063 14.211 3.891 0.231
Cl 18.762 16.240 1.798 0.011
C 20.049 17.048 0.890 -0.261
Cl 21.429 15.921 0.686 -0.008
Cl 20.633 18.465 1.792 0.022
H 19.701 17.392 -0.073 0.233
Cl 23.522 16.708 6.905 0.023
C 23.325 16.945 5.161 -0.269
Cl 23.737 18.625 4.725 0.006
Cl 21.662 16.578 4.677 0.011
H 23.950 16.276 4.590 0.227
```

As for the net charge: 0. The calculation puts the energy above the lowest of the compared OMol25 structures with the same formula, charge and spin at 0.1744 eV. The SMILES is ClC(Cl)Cl.ClC(Cl)Cl.ClC(Cl)Cl.ClC(Cl)Cl.ClC(Cl)Cl.ClC(Cl)Cl. Its HOMO energy is -0.4017 Eh.



Formula: C6H6Cl2FeN2O3Pr
Source: the Open Molecules 2025 dataset
Level of theory: the ωB97M-V functional and the def2-TZVPD basis

The geometry in XYZ format:
```
21
Properties=species:S:1:pos:R:3:mulliken_spin:R:1
Pr 0.873 -2.961 -2.086 2.000
Fe 0.310 -0.808 -0.570 3.046
Cl -1.522 -3.254 -1.396 0.040
Cl 1.380 -0.442 -2.636 0.044
C 1.820 -0.850 0.453 -0.019
C 0.757 -4.823 -4.338 0.283
C 2.068 -4.061 -4.257 0.437
O 2.474 -0.345 1.279 0.020
O 0.277 -5.688 -4.987 -0.076
O 3.043 -4.135 -4.974 0.271
C -0.512 3.686 1.687 0.016
N -1.059 2.328 1.870 0.516
C -1.677 1.964 3.144 0.013
C -0.834 1.364 1.028 -0.125
N -0.771 0.265 0.575 0.375
H -0.900 4.340 2.488 0.004
H -0.816 4.034 0.685 0.033
H 0.599 3.709 1.683 0.049
H -2.618 1.489 2.885 0.025
H -1.034 1.330 3.755 0.040
H -1.858 2.856 3.712 0.006
```

The spin multiplicity is 8. As for the net charge: +4. The calculation puts the energy above the lowest of the compared OMol25 structures with the same formula, charge and spin at 8.2655 eV. As for the expectation value of S²: 15.8579. Its HOMO energy (alpha / beta) is -0.8796 / -0.8543 Eh.